(1)
# C13H3Cl5MgN2O7

C13H3Cl5MgN2O7 as an isolated structure (ωB97M-V with the def2-TZVPD basis set, the Open Molecules 2025 dataset).

- Energy above the lowest of the compared OMol25 structures with the same formula, charge and spin: 0.0000 eV
- Net charge: -2
- Strongest force on any atom: 0.26 eV/A
- Kohn-Sham gap: 6.903 eV

Each line ends with the natural charge from an NBO analysis.
Cartesian coordinates (Å):
Mg -1.4849 1.0595 -0.6088  1.749
O -2.7021 -2.4373 1.3940  -0.722
C -2.2572 -1.5252 0.6880  0.744
O -2.3214 -0.2749 0.8625  -0.822
C -1.5547 -1.9291 -0.6164  0.123
C -1.3033 -3.2283 -1.0279  -0.241
C -0.6329 -3.4119 -2.2324  -0.190
C -0.2391 -2.3146 -2.9907  -0.240
C -0.5319 -1.0501 -2.5045  0.114
N -1.1690 -0.8995 -1.3540  -0.531
C -0.1695 0.2764 -3.1885  0.745
O 0.3963 0.2057 -4.2864  -0.725
O -0.5061 1.2981 -2.5263  -0.817
H -1.6243 -4.0493 -0.4023  0.229
H -0.4138 -4.4156 -2.5815  0.193
H 0.2855 -2.4081 -3.9311  0.229
Cl 4.4215 1.5976 4.4505  -0.013
C 3.1587 1.5557 3.2630  -0.169
C 2.9792 0.4367 2.4486  -0.049
Cl 4.0398 -0.9203 2.6320  0.002
C 1.9749 0.3992 1.4995  -0.184
Cl 1.7516 -0.9772 0.4864  0.027
C 1.0759 1.4928 1.2892  0.474
O 0.1817 1.4795 0.4096  -0.832
C 1.2913 2.6153 2.1493  -0.184
Cl 0.2156 3.9454 1.9418  0.029
C 2.2980 2.6408 3.0976  -0.058
Cl 2.4987 4.0400 4.1004  -0.001
O -3.4546 1.4564 -1.4790  -0.574
N -3.5964 2.5231 -0.8490  0.300
O -2.6073 2.8193 -0.1339  -0.604

Cartesian forces (eV/Å) of the 6 atoms listed first:
0.1 0.0 0.0
0.1 0.0 0.0
-0.2 0.1 0.0
0.1 0.0 0.0
0.1 0.1 0.0
0.0 0.0 0.0

(2)
# C13H40BN3O5V

C13H40BN3O5V as an isolated structure (ωB97M-V with the def2-TZVPD basis set, the Open Molecules 2025 dataset).

- 2S+1: 2
- Strongest force on any atom: 4.73 eV/A
- Kohn-Sham gap (alpha / beta): 8.304 / 8.602 eV
- ⟨S²⟩: 0.779

Each line ends with the natural charge from an NBO analysis.
Cartesian coordinates (Å):
O -18.0044 24.8535 20.1032  -0.511
V -16.7083 24.0186 19.6643  1.311
B -15.2877 25.0782 21.2119  -0.712
H -14.9494 23.9466 21.1839  -0.019
H -14.5378 25.7701 21.8274  0.043
H -15.3923 25.3953 20.0846  -0.011
H -16.3622 25.1002 21.6815  0.041
C -18.8711 22.8984 17.4509  -0.199
O -17.7775 22.9091 18.2775  -0.853
H -19.8341 22.9108 17.9959  0.142
H -18.8949 23.7915 16.7997  0.125
H -18.9217 21.9964 16.8220  0.150
C -13.1043 23.7656 17.0826  -0.626
C -14.2660 24.2340 17.9512  -0.079
C -15.3117 24.9781 17.1577  -0.067
O -16.3597 25.4004 18.0064  -0.514
C -17.1568 26.4052 17.4203  -0.239
N -14.9413 23.0907 18.6438  -0.836
H -12.5080 24.6438 16.8147  0.224
H -13.4741 23.4763 16.0896  0.206
H -12.4895 22.9745 17.4971  0.223
H -13.8818 24.8631 18.7553  0.234
H -15.6948 24.2815 16.3922  0.182
H -14.8670 25.7810 16.5629  0.200
H -17.8333 26.8232 18.1597  0.227
H -17.6549 26.0423 16.5185  0.184
H -16.5478 27.2645 17.1078  0.177
H -14.2397 22.4797 19.0513  0.393
H -15.3007 22.4958 17.8888  0.394
C -18.0196 28.6769 23.8294  -0.613
C -19.4280 28.1884 24.1008  -0.068
C -19.9987 27.3402 22.9845  -0.066
O -19.8610 28.0351 21.7621  -0.544
C -20.5468 27.4153 20.7068  -0.253
N -19.5511 27.5145 25.4164  -0.829
H -17.7150 29.3193 24.6608  0.207
H -18.0132 29.2923 22.9319  0.220
H -17.2711 27.8844 23.7952  0.217
H -20.0704 29.0764 24.1123  0.173
H -21.0594 27.1031 23.1511  0.158
H -19.4525 26.3876 22.8803  0.169
H -21.6119 27.2536 20.9169  0.157
H -20.0798 26.4553 20.4504  0.189
H -20.4715 28.0527 19.8258  0.184
H -19.9404 26.5763 25.3545  0.349
H -20.3208 27.9817 25.8890  0.351
C -15.1531 20.6763 20.7234  -0.633
C -16.6643 20.9492 20.6474  -0.086
C -17.4062 19.9023 21.4495  -0.065
O -18.7831 20.0076 21.2208  -0.538
C -19.5453 19.2900 22.1683  -0.249
N -16.9428 22.3387 21.1059  -0.774
H -14.7439 20.2169 19.8220  0.214
H -14.9696 19.9736 21.5387  0.213
H -14.6161 21.6110 20.8734  0.227
H -17.0044 20.9047 19.6097  0.237
H -17.1602 20.0782 22.5124  0.158
H -17.0491 18.9035 21.1648  0.177
H -19.4714 19.7370 23.1654  0.169
H -19.2485 18.2350 22.1919  0.168
H -20.5898 19.3223 21.8633  0.199
H -17.9523 22.3018 21.2853  0.404
H -16.5765 22.4076 22.0563  0.388

Cartesian forces (eV/Å) of the 6 atoms listed first:
1.4 -1.0 -0.7
-4.7 0.7 0.1
0.4 -0.1 1.0
0.7 -1.0 0.1
0.3 0.2 -0.2
0.2 0.8 -0.9

(3)
# C13H40BrInN3O4

C13H40BrInN3O4 as an isolated structure (ωB97M-V with the def2-TZVPD basis set, the Open Molecules 2025 dataset).

- Net charge: -1
- Strongest force on any atom: 0.45 eV/A
- Kohn-Sham gap: 7.423 eV

Each line ends with the Löwdin charge.
Cartesian coordinates (Å):
C 3.8932 3.0191 -1.6248  -0.182
C 2.9243 1.8417 -1.5871  -0.821
Br 4.0220 0.1985 -1.4767  0.636
C 1.9116 1.8660 -0.4545  -0.382
In 0.1781 0.4828 -0.6767  0.473
C -1.4091 1.2602 -2.0397  -0.253
C -2.2585 2.3949 -1.4381  -0.756
N -1.6139 3.0088 -0.2713  0.045
N -3.6110 1.9255 -1.0797  0.062
N -2.4357 3.5383 -2.3619  0.034
H 3.3565 3.9221 -1.3300  0.068
H 4.7100 2.8710 -0.9192  0.053
H 4.3193 3.1742 -2.6174  0.064
H 2.4409 1.7409 -2.5592  0.062
H 1.5943 2.9054 -0.3281  0.026
H 2.4298 1.5768 0.4657  0.016
H -0.5021 0.1921 0.9276  -0.097
H 0.7702 -1.0583 -1.3441  -0.084
H -2.0427 0.3953 -2.2535  0.011
H -0.9855 1.5688 -2.9990  0.017
H -1.8697 2.5358 0.5872  0.045
H -1.9731 3.9555 -0.2002  0.062
H -3.6410 1.6378 -0.1120  0.045
H -3.8791 1.1429 -1.6605  0.050
H -2.8157 3.1817 -3.2308  0.059
H -1.5056 3.8863 -2.5744  0.062
C -4.8776 -2.7429 0.9666  -0.097
C -4.1150 -1.7362 1.8107  -0.333
O -3.0544 -1.1214 1.0996  -0.110
H -4.1978 -3.5065 0.5877  0.075
H -5.6650 -3.2276 1.5476  0.067
H -5.3430 -2.2523 0.1078  0.069
H -3.6463 -2.2313 2.6616  0.110
H -4.8036 -0.9816 2.2119  0.107
H -3.4304 -0.6531 0.3469  0.057
C -1.0603 0.3480 4.5211  -0.091
C -2.3275 0.9516 5.0876  -0.326
O -3.1925 -0.0249 5.6710  -0.094
H -1.2945 -0.3955 3.7592  0.067
H -0.4371 1.1119 4.0557  0.074
H -0.4792 -0.1401 5.3095  0.069
H -2.9128 1.4232 4.2990  0.108
H -2.0870 1.7214 5.8309  0.102
H -2.7017 -0.4666 6.3697  0.071
C 4.2002 -1.6496 2.5035  -0.092
C 4.2777 -2.8673 1.5986  -0.341
O 3.2898 -2.8428 0.5853  -0.097
H 3.2100 -1.5809 2.9549  0.076
H 4.9496 -1.7003 3.2970  0.066
H 4.3683 -0.7363 1.9287  0.061
H 4.0973 -3.7799 2.1698  0.105
H 5.2815 -2.9457 1.1595  0.104
H 3.4415 -2.0471 0.0602  0.001
C 2.6217 -2.2591 -4.8371  -0.101
C 1.3206 -1.6939 -4.2919  -0.346
O 0.4936 -2.7028 -3.7326  -0.107
H 2.4233 -3.0229 -5.5918  0.066
H 3.2346 -1.4732 -5.2839  0.067
H 3.2001 -2.7184 -4.0322  0.068
H 0.7322 -1.2405 -5.0910  0.109
H 1.5357 -0.9362 -3.5325  0.054
H 0.9406 -3.0438 -2.9506  0.066

Cartesian forces (eV/Å) of the 6 atoms listed first:
0.0 0.0 0.0
-0.2 0.3 0.1
0.1 -0.2 -0.1
0.3 -0.3 -0.1
0.0 -0.2 0.2
-0.1 -0.1 0.2

(4)
# C13H40N6O7

A 7-piece molecular cluster, C13H40N6O7 overall (ωB97M-V with the def2-TZVPD basis set, the Open Molecules 2025 dataset).

- Energy above the lowest of the compared OMol25 structures with the same formula, charge and spin: 6.0211 eV
- Strongest force on any atom: 10.85 eV/A
- Kohn-Sham gap: 9.139 eV

Each line ends with the natural charge from an NBO analysis.
Cartesian coordinates (Å):
N -0.2523 2.1485 0.1619  -0.850
C -0.9513 1.7675 -0.8601  0.777
N -1.9323 1.0295 -0.4761  -0.865
O -0.5603 1.9655 -2.1021  -0.771
H 0.6237 2.5415 -0.1941  0.415
H -0.5133 2.0885 1.1409  0.444
H -2.5143 0.6345 -1.2321  0.450
H -2.2203 1.1135 0.4939  0.406
N -1.1163 -0.7385 1.4479  -0.921
C -1.0193 -0.1295 2.6089  0.747
N -0.8593 -0.9815 3.5269  -0.825
O -0.8673 1.1965 2.7059  -0.736
H -1.0743 -0.0525 0.5949  0.465
H -1.1523 -1.7835 1.2199  0.441
H -0.8383 -0.6685 4.5129  0.438
H -0.7263 -1.9705 3.2939  0.426
N -3.7243 -1.6265 1.2139  -0.851
C -4.1953 -2.1445 2.3589  0.741
N -3.3813 -2.1965 3.3139  -0.819
O -5.4163 -2.7805 2.4619  -0.729
H -4.3853 -1.5705 0.3969  0.420
H -2.8543 -1.0995 1.1909  0.392
H -3.7573 -2.0345 4.3049  0.415
H -2.4713 -1.6275 3.2509  0.366
C 0.7277 -1.4415 -0.8381  -0.641
C -0.5083 -1.8475 -1.5461  0.059
C -0.5803 -1.4755 -2.9371  -0.626
O -0.7193 -3.1225 -1.5141  -0.701
H 0.8887 -2.1375 -0.0071  0.202
H 0.7447 -0.3935 -0.4781  0.224
H 1.5827 -1.4795 -1.5521  0.227
H -1.3423 -1.3175 -1.0421  0.141
H 0.3367 -1.6355 -3.4611  0.211
H -0.9503 -0.4035 -3.0861  0.230
H -1.4963 -2.0065 -3.3791  0.204
H 0.0867 -3.5885 -1.8041  0.465
C 3.1477 1.7475 -0.6681  -0.650
C 2.6707 2.0865 -2.0791  0.119
C 3.8847 2.2115 -3.0241  -0.633
O 1.9297 1.1365 -2.5191  -0.742
H 2.2717 1.3545 -0.0921  0.201
H 3.6627 2.5065 -0.0871  0.215
H 3.7367 0.8875 -0.8161  0.205
H 2.0097 3.0145 -2.0121  0.143
H 4.4777 1.3135 -3.1141  0.209
H 4.4647 3.0175 -2.6301  0.195
H 3.6477 2.6355 -3.9921  0.208
H 1.1337 1.5405 -2.8971  0.518
C 3.7017 1.0415 2.6159  -0.616
C 2.3707 0.3595 2.5539  0.115
C 2.4647 -1.0095 1.8999  -0.622
O 1.9637 0.1355 3.7279  -0.698
H 3.6287 2.0475 3.0149  0.214
H 4.0037 1.0325 1.6139  0.207
H 4.4197 0.4495 3.1959  0.206
H 1.6367 1.0055 2.0199  0.141
H 3.1307 -1.5985 2.5269  0.208
H 2.9557 -0.8475 0.9369  0.206
H 1.5527 -1.4445 1.8799  0.176
H 1.0567 -0.0355 3.6119  0.459
C -3.6953 0.8465 -3.4061  -0.256
O -3.6623 0.0525 -2.2611  -0.741
H -4.7563 1.0355 -3.6901  0.168
H -3.2593 0.3155 -4.3191  0.174
H -3.1833 1.7695 -3.1481  0.210
H -3.9803 -0.8375 -2.5311  0.490

Cartesian forces (eV/Å) of the 6 atoms listed first:
3.7 2.7 0.3
3.1 1.3 -5.1
-4.1 -2.1 -0.7
-2.0 -0.6 3.8
-0.4 0.2 1.1
0.2 -0.2 0.0